No. 1
C21H20N2O | ωB97M-V with the def2-TZVPD basis set

Element x y z (Å)
N (1.959, 2.272, -0.229)
C (2.351, 3.598, -0.235)
N (3.706, 3.723, -0.232)
C (4.211, 2.455, -0.227)
C (5.676, 2.233, -0.228)
O (6.561, 3.077, -0.230)
C (3.081, 1.545, -0.225)
H (1.664, 4.462, -0.242)
H (5.882, 1.151, -0.228)
H (3.153, 0.459, -0.222)
C (-1.993, 1.241, -5.959)
C (-1.765, 1.242, -4.476)
C (-1.621, 2.448, -3.777)
C (-1.343, 2.461, -2.414)
C (-1.178, 1.247, -1.675)
C (-0.849, 1.260, -0.269)
C (-0.975, 0.127, 0.537)
C (-0.774, 0.010, 1.918)
C (-0.786, -1.250, 2.621)
C (-0.628, -1.296, 4.040)
C (-0.570, -2.495, 4.731)
C (-0.680, -3.720, 4.057)
C (-0.603, -5.016, 4.804)
C (-0.867, -3.702, 2.666)
C (-0.916, -2.511, 1.958)
C (-1.394, 0.036, -2.397)
C (-1.681, 0.039, -3.755)
H (-2.063, 0.212, -6.316)
H (-2.918, 1.761, -6.229)
H (-1.182, 1.733, -6.511)
H (-1.699, 3.379, -4.339)
H (-1.264, 3.400, -1.871)
H (-0.542, 2.229, 0.168)
H (-1.379, -0.757, 0.038)
H (-0.677, 0.917, 2.524)
H (-0.545, -0.341, 4.569)
H (-0.443, -2.511, 5.818)
H (-0.711, -5.843, 4.100)
H (0.355, -5.139, 5.327)
H (-1.391, -5.108, 5.561)
H (-0.975, -4.664, 2.154)
H (-1.045, -2.539, 0.871)
H (-1.334, -0.925, -1.873)
H (-1.806, -0.899, -4.301)

LUMO level = -3.0 eV
total charge = 0
HOMO = -6.4 eV
maximum force = 0.048 Eh/bohr
relative energy (zero: lowest compared OMol25 entry of this formula, charge and spin) = 5.289 eV

---

No. 2
C21H20N2O4S | ωB97M-V with the def2-TZVPD basis set

Element x y z (Å)
C (-2.458, -3.060, 5.555)
C (-1.933, -2.786, 4.154)
C (-0.894, -3.617, 3.525)
C (-0.498, -3.303, 2.221)
C (-0.901, -2.119, 1.590)
N (-0.470, -1.826, 0.230)
C (-0.188, -0.470, -0.049)
O (0.120, 0.510, 0.944)
C (-0.130, 0.025, -1.353)
C (0.063, 1.445, -1.695)
N (0.858, 2.221, -1.050)
C (1.022, 3.690, -1.361)
C (2.459, 4.055, -1.587)
C (3.148, 4.033, -0.259)
S (1.891, 4.664, 0.885)
O (1.701, 3.902, 2.086)
O (2.071, 6.125, 1.046)
C (0.445, 4.451, -0.247)
C (-0.127, -0.981, -2.392)
C (0.264, -0.662, -3.669)
C (0.181, -1.558, -4.767)
C (-0.164, -2.928, -4.557)
C (-0.432, -3.355, -3.193)
C (-0.477, -2.333, -2.151)
C (-0.633, -2.742, -0.756)
O (-0.992, -3.888, -0.538)
C (-1.904, -1.388, 2.226)
C (-2.511, -1.831, 3.436)
H (-3.362, -2.420, 5.798)
H (-1.729, -2.797, 6.294)
H (-2.697, -4.123, 5.657)
H (-0.616, -4.507, 4.062)
H (0.225, -3.907, 1.660)
H (0.396, 1.287, 0.349)
H (-0.210, 1.665, -2.710)
H (0.457, 4.013, -2.245)
H (2.563, 4.960, -2.014)
H (2.882, 3.367, -2.299)
H (3.479, 3.106, 0.069)
H (4.092, 4.586, -0.151)
H (-0.216, 3.809, 0.295)
H (0.114, 5.549, -0.448)
H (0.779, 0.231, -3.850)
H (0.622, -1.408, -5.740)
H (-0.206, -3.656, -5.493)
H (-0.616, -4.446, -3.056)
H (-2.230, -0.507, 1.718)
H (-3.242, -1.077, 3.827)

LUMO level = -0.1 eV
total charge = 0
HOMO = -8.2 eV
maximum force = 0.094 Eh/bohr
relative energy (zero: lowest compared OMol25 entry of this formula, charge and spin) = 4.571 eV

---

No. 3
C21H20N2O7S | ωB97M-V with the def2-TZVPD basis set

Element x y z (Å)
C (-5.261, -3.605, 0.142)
O (-5.906, -2.852, -0.856)
C (-5.664, -1.514, -0.925)
C (-6.346, -0.820, -1.927)
C (-6.163, 0.538, -2.071)
C (-5.308, 1.239, -1.235)
C (-4.628, 0.552, -0.240)
N (-3.748, 1.171, 0.657)
C (-3.362, 2.464, 0.706)
O (-3.736, 3.360, -0.014)
C (-2.354, 2.728, 1.849)
O (-1.070, 2.160, 1.602)
C (-0.865, 0.884, 1.918)
O (-1.733, 0.149, 2.343)
C (0.539, 0.457, 1.703)
C (1.497, 1.331, 1.193)
C (2.797, 0.892, 1.017)
C (3.122, -0.410, 1.351)
S (4.793, -0.993, 1.098)
O (5.109, -2.006, 2.056)
O (5.675, 0.132, 0.982)
N (4.599, -1.805, -0.365)
C (4.322, -0.985, -1.534)
C (5.360, 0.055, -1.806)
C (6.658, -0.041, -2.214)
C (7.167, 1.280, -2.227)
C (6.141, 2.076, -1.827)
O (5.044, 1.346, -1.573)
C (2.184, -1.289, 1.858)
C (0.884, -0.853, 2.037)
C (-4.805, -0.823, -0.083)
H (-5.531, -3.258, 1.145)
H (-4.173, -3.576, 0.027)
H (-5.609, -4.628, 0.010)
H (-7.010, -1.372, -2.572)
H (-6.694, 1.068, -2.847)
H (-5.168, 2.300, -1.350)
H (-3.329, 0.544, 1.341)
H (-2.189, 3.804, 1.919)
H (-2.756, 2.337, 2.791)
H (1.217, 2.341, 0.939)
H (3.570, 1.538, 0.632)
H (5.379, -2.434, -0.493)
H (4.215, -1.658, -2.390)
H (3.365, -0.487, -1.356)
H (7.187, -0.936, -2.473)
H (8.158, 1.586, -2.494)
H (6.067, 3.137, -1.692)
H (2.495, -2.290, 2.112)
H (0.123, -1.506, 2.436)
H (-4.260, -1.328, 0.700)

LUMO level = -0.6 eV
total charge = 0
HOMO = -8.3 eV
maximum force = 0.018 Eh/bohr
relative energy (zero: lowest compared OMol25 entry of this formula, charge and spin) = 2.132 eV

---

No. 4
C21H20N3O | ωB97M-V with the def2-TZVPD basis set

Element x y z (Å)
C (5.216, -1.972, -2.087)
O (4.728, -0.613, -2.146)
C (3.399, -0.376, -1.990)
C (2.974, 0.969, -2.163)
C (1.644, 1.286, -2.044)
C (0.665, 0.298, -1.707)
C (-0.693, 0.699, -1.593)
C (-1.853, -0.066, -1.881)
C (-3.126, 0.570, -1.745)
C (-4.302, -0.154, -1.856)
C (-4.256, -1.536, -2.119)
C (-3.024, -2.154, -2.385)
C (-1.844, -1.413, -2.359)
C (1.117, -1.036, -1.499)
C (2.448, -1.380, -1.668)
H (6.291, -1.867, -2.226)
H (5.002, -2.435, -1.113)
H (4.786, -2.582, -2.894)
H (3.729, 1.723, -2.380)
H (1.309, 2.306, -2.237)
H (-0.859, 1.758, -1.395)
H (-3.143, 1.641, -1.541)
H (-5.264, 0.346, -1.717)
H (-5.178, -2.119, -2.140)
H (-2.989, -3.222, -2.616)
H (-0.910, -1.864, -2.693)
H (0.401, -1.801, -1.202)
H (2.776, -2.415, -1.530)
C (-2.594, -0.661, 3.779)
N (-1.712, 0.034, 2.866)
N (-1.812, -0.087, 1.529)
N (-0.901, 0.684, 0.952)
C (-0.160, 1.300, 1.953)
C (-0.686, 0.903, 3.191)
C (-0.206, 1.339, 4.419)
C (0.879, 2.222, 4.371)
C (1.433, 2.630, 3.140)
C (0.932, 2.181, 1.915)
H (-2.296, -0.382, 4.797)
H (-3.642, -0.369, 3.612)
H (-2.508, -1.751, 3.656)
H (-0.684, 0.983, 5.330)
H (1.304, 2.601, 5.305)
H (2.280, 3.319, 3.165)
H (1.330, 2.463, 0.944)

LUMO level = -4.8 eV
total charge = +1
HOMO = -11.5 eV
maximum force = 0.035 Eh/bohr
relative energy (zero: lowest compared OMol25 entry of this formula, charge and spin) = 2.401 eV

---

No. 5
C21H20N5O5 | ωB97M-V with the def2-TZVPD basis set

Element x y z (Å)
C (-2.449, -0.814, 3.763)
C (-3.435, 0.148, 3.515)
N (-4.254, 0.946, 3.231)
C (-1.143, -0.568, 3.255)
C (-0.148, -1.602, 3.119)
C (1.139, -1.308, 2.712)
C (1.521, 0.034, 2.480)
N (2.906, 0.365, 2.403)
O (3.230, 1.574, 2.343)
O (3.741, -0.569, 2.440)
C (0.566, 1.068, 2.577)
C (-0.731, 0.777, 2.956)
H (-2.741, -1.845, 3.974)
H (-0.423, -2.628, 3.388)
H (1.891, -2.083, 2.576)
H (0.881, 2.085, 2.352)
H (-1.449, 1.595, 3.092)
C (-6.930, -0.668, 3.854)
C (-6.317, -1.424, 4.997)
O (-4.878, -1.353, 4.933)
C (-4.252, -1.718, 6.077)
C (-2.844, -1.287, 6.146)
C (-2.008, -1.845, 7.102)
C (-0.739, -1.134, 7.504)
N (-2.168, -2.991, 7.801)
N (-2.973, -3.865, 7.335)
C (-3.464, -4.784, 8.310)
N (-2.993, -4.544, 9.584)
C (-3.157, -5.372, 10.685)
C (-2.663, -4.960, 11.944)
C (-2.812, -5.800, 13.051)
C (-3.425, -7.055, 12.919)
C (-3.903, -7.468, 11.670)
C (-3.780, -6.626, 10.560)
O (-4.228, -5.670, 7.934)
O (-4.894, -2.237, 6.991)
H (-8.013, -0.785, 3.921)
H (-6.689, 0.396, 3.906)
H (-6.608, -1.041, 2.877)
H (-6.646, -1.006, 5.951)
H (-6.584, -2.483, 4.962)
H (-2.605, -0.243, 5.856)
H (-0.556, -0.293, 6.823)
H (-0.815, -0.696, 8.515)
H (0.120, -1.826, 7.504)
H (-2.442, -3.694, 9.657)
H (-2.170, -3.989, 12.035)
H (-2.440, -5.469, 14.021)
H (-3.528, -7.707, 13.787)
H (-4.372, -8.445, 11.542)
H (-4.160, -6.921, 9.583)

LUMO level = 0.9 eV
total charge = -1
HOMO = -3.9 eV
maximum force = 0.052 Eh/bohr
relative energy (zero: lowest compared OMol25 entry of this formula, charge and spin) = 0.335 eV

---

No. 6
C21H20O12 | ωB97M-V with the def2-TZVPD basis set

Element x y z (Å)
C (7.024, 2.044, 0.862)
C (6.101, 3.218, 1.193)
C (4.639, 2.783, 1.088)
O (4.091, 3.221, -0.131)
C (2.692, 3.310, -0.124)
C (2.038, 2.026, 0.275)
C (1.177, 1.744, 1.249)
C (0.594, 2.660, 2.258)
C (0.924, 0.271, 1.168)
O (0.260, -0.388, 1.931)
O (1.584, -0.240, 0.093)
C (2.370, 0.779, -0.464)
O (3.158, 0.578, -1.357)
H (8.068, 2.294, 0.991)
H (6.822, 1.679, -0.137)
H (6.787, 1.220, 1.529)
H (6.278, 3.492, 2.226)
H (6.299, 4.028, 0.505)
H (4.617, 1.698, 1.178)
H (4.082, 3.190, 1.933)
H (2.340, 4.110, 0.530)
H (2.391, 3.572, -1.131)
H (1.395, 3.066, 2.866)
H (-0.097, 2.113, 2.879)
H (0.101, 3.483, 1.768)
O (-5.901, -0.929, 0.774)
C (-5.099, -0.058, 1.046)
C (-5.322, 0.965, 2.057)
C (-4.384, 1.894, 2.280)
O (-4.518, 2.854, 3.187)
C (-3.096, 1.921, 1.508)
O (-2.295, 2.804, 1.756)
C (-2.865, 0.890, 0.512)
C (-3.800, -0.041, 0.293)
O (-3.649, -1.013, -0.599)
H (-6.253, 0.936, 2.605)
H (-3.704, 3.387, 3.140)
H (-1.928, 0.908, -0.025)
H (-4.466, -1.550, -0.565)
O (-0.047, -6.666, -2.941)
C (-0.927, -5.826, -2.922)
C (-0.752, -4.477, -2.415)
C (-1.788, -3.625, -2.423)
O (-1.708, -2.383, -1.979)
C (-3.142, -4.027, -2.939)
O (-4.038, -3.203, -2.885)
C (-3.311, -5.369, -3.466)
C (-2.275, -6.217, -3.463)
O (-2.352, -7.456, -3.927)
H (0.224, -4.200, -2.042)
H (-2.588, -1.985, -2.098)
H (-4.285, -5.642, -3.848)
H (-1.466, -7.844, -3.800)

LUMO level = -1.7 eV
total charge = 0
HOMO = -9.6 eV
maximum force = 0.040 Eh/bohr
relative energy (zero: lowest compared OMol25 entry of this formula, charge and spin) = 1.450 eV

---

No. 7
C21H20PPdSe3Te | ωB97M-V with the def2-TZVPD basis set

Element x y z (Å)
Pd (-2.813, 0.953, -1.209)
Se (-2.757, 2.888, -2.651)
Se (-5.045, 2.265, -2.720)
Te (-5.487, 1.419, -0.391)
Se (-4.381, -0.838, -0.389)
C (3.153, 0.296, -1.953)
C (3.207, 0.488, -0.461)
C (4.436, 0.495, 0.188)
C (4.529, 0.662, 1.564)
C (3.373, 0.826, 2.307)
C (2.137, 0.816, 1.674)
C (2.029, 0.645, 0.295)
P (0.424, 0.731, -0.608)
C (-0.763, 1.070, 0.763)
C (-1.143, 2.419, 0.796)
C (-1.967, 2.931, 1.784)
C (-2.443, 2.081, 2.768)
C (-2.092, 0.742, 2.742)
C (-1.256, 0.211, 1.760)
C (-0.965, -1.263, 1.812)
C (0.160, -1.031, -1.068)
C (0.989, -2.066, -0.644)
C (0.707, -3.385, -0.961)
C (-0.431, -3.675, -1.704)
C (-1.237, -2.649, -2.165)
C (-0.943, -1.308, -1.898)
C (-1.745, -0.226, -2.524)
H (4.148, 0.372, -2.391)
H (2.506, 1.046, -2.413)
H (2.735, -0.680, -2.209)
H (5.339, 0.371, -0.400)
H (5.498, 0.667, 2.047)
H (3.428, 0.962, 3.381)
H (1.240, 0.952, 2.264)
H (-0.819, 3.071, -0.007)
H (-2.258, 3.973, 1.760)
H (-3.105, 2.454, 3.541)
H (-2.486, 0.072, 3.497)
H (-1.401, -1.694, 2.713)
H (0.105, -1.467, 1.809)
H (-1.404, -1.767, 0.949)
H (1.852, -1.844, -0.025)
H (1.356, -4.180, -0.612)
H (-0.680, -4.704, -1.938)
H (-2.112, -2.873, -2.765)
H (-2.504, -0.654, -3.178)
H (-1.115, 0.425, -3.130)

LUMO level = 2.5 eV
total charge = -1
HOMO = -4.0 eV
maximum force = 0.016 Eh/bohr
relative energy (zero: lowest compared OMol25 entry of this formula, charge and spin) = 0.085 eV

---

No. 8
C21H21AuCl2N3O6S2Se2 | ωB97M-V with the def2-TZVPD basis set

Element x y z (Å)
Au (0.428, -0.208, -1.780)
O (3.049, -5.460, -3.865)
C (3.559, -4.492, -2.956)
C (2.785, -3.171, -3.108)
C (2.978, -2.739, -4.559)
O (2.577, -1.393, -4.737)
C (1.340, -3.463, -2.670)
Se (-0.160, -2.258, -3.041)
C (3.479, -2.198, -2.140)
Se (2.997, -0.314, -2.275)
H (3.466, -6.305, -3.677)
H (4.623, -4.310, -3.154)
H (3.459, -4.837, -1.921)
H (2.424, -3.419, -5.209)
H (4.049, -2.839, -4.788)
H (2.702, -1.132, -5.652)
H (1.353, -3.611, -1.590)
H (1.031, -4.404, -3.125)
H (4.565, -2.256, -2.244)
H (3.219, -2.465, -1.113)
Cl (2.567, 3.809, 4.384)
C (2.171, 3.118, 2.826)
C (2.263, 3.916, 1.678)
C (1.963, 3.382, 0.461)
Cl (2.061, 4.381, -0.949)
C (1.553, 2.015, 0.272)
O (1.362, 1.611, -0.920)
C (1.454, 1.246, 1.474)
C (0.987, -0.122, 1.558)
O (0.678, -0.904, 0.674)
C (1.768, 1.823, 2.723)
H (2.541, 4.957, 1.757)
H (0.902, -0.478, 2.607)
H (1.678, 1.214, 3.615)
N (-4.507, 0.144, 5.517)
C (-3.960, 0.864, 4.448)
C (-4.766, 1.680, 3.659)
C (-4.218, 2.414, 2.618)
C (-2.860, 2.343, 2.363)
C (-2.045, 1.538, 3.150)
C (-2.590, 0.803, 4.185)
S (-2.125, 3.275, 1.041)
O (-3.212, 4.004, 0.421)
O (-1.046, 4.023, 1.627)
N (-1.477, 2.177, 0.087)
C (-2.224, 1.440, -0.716)
S (-4.004, 1.449, -0.764)
C (-3.987, 0.172, -1.926)
C (-2.721, -0.159, -2.223)
N (-1.732, 0.542, -1.565)
H (-5.488, -0.064, 5.430)
H (-3.969, -0.656, 5.804)
H (-5.831, 1.732, 3.861)
H (-4.837, 3.042, 1.990)
H (-0.982, 1.500, 2.938)
H (-1.955, 0.175, 4.801)
H (-4.893, -0.227, -2.349)
H (-2.443, -0.902, -2.952)

LUMO level (spin up / spin down) = 2.0 / 0.6 eV
total charge = -1
HOMO (spin up / spin down) = -4.3 / -4.7 eV
maximum force = 0.010 Eh/bohr
multiplicity = 3

---

No. 9
C21H21BCl3O6 | ωB97M-V with the def2-TZVPD basis set

Element x y z (Å)
Cl (-1.781, 2.795, -2.062)
B (-1.973, 1.918, -0.452)
Cl (-2.405, 3.147, 0.920)
Cl (-3.263, 0.558, -0.507)
O (-0.654, 1.309, -0.120)
C (-0.289, 0.648, 0.929)
C (0.373, 1.422, 1.979)
C (0.180, 1.140, 3.346)
C (0.750, 1.973, 4.300)
C (1.543, 3.060, 3.916)
C (1.780, 3.297, 2.563)
C (1.210, 2.483, 1.594)
H (-0.822, -0.271, 1.241)
H (-0.454, 0.289, 3.608)
H (0.542, 1.819, 5.355)
H (1.980, 3.719, 4.661)
H (2.366, 4.156, 2.245)
H (1.366, 2.650, 0.526)
C (4.641, -7.571, -0.616)
O (4.744, -6.289, -1.272)
C (4.051, -5.222, -0.784)
C (4.211, -3.984, -1.462)
C (3.560, -2.852, -0.999)
C (2.721, -2.901, 0.123)
C (2.074, -1.604, 0.660)
C (0.760, -1.287, 0.074)
C (-0.330, -2.220, 0.430)
O (-0.392, -2.775, 1.512)
O (-1.391, -2.292, -0.449)
C (-1.049, -2.180, -1.841)
C (-0.216, -3.385, -2.264)
C (-2.348, -2.060, -2.630)
O (-0.359, -0.933, -2.044)
C (0.778, -0.743, -1.288)
O (1.733, -0.144, -1.745)
C (2.569, -4.118, 0.795)
C (3.214, -5.275, 0.360)
H (5.278, -8.230, -1.211)
H (5.018, -7.533, 0.419)
H (3.608, -7.952, -0.622)
H (4.883, -3.933, -2.321)
H (3.724, -1.889, -1.498)
H (1.942, -1.706, 1.746)
H (2.755, -0.780, 0.416)
H (0.726, -3.489, -1.704)
H (-0.820, -4.283, -2.095)
H (0.007, -3.309, -3.333)
H (-2.866, -1.149, -2.305)
H (-2.096, -1.993, -3.693)
H (-2.961, -2.943, -2.431)
H (1.949, -4.178, 1.694)
H (3.119, -6.212, 0.921)

LUMO level = 2.1 eV
total charge = -1
HOMO = -5.3 eV
maximum force = 0.044 Eh/bohr
relative energy (zero: lowest compared OMol25 entry of this formula, charge and spin) = 0.754 eV